This record from the OMol25 dataset describes a molecular structure, C19H26AuNO5SSb at a distorted geometry. The level of theory is wB97M-V/def2-TZVPD.

The relative energy (zero: lowest compared OMol25 entry of this formula, charge and spin) is 0.0 kcal per mole. The HOMO energy (alpha / beta) is -10.664 / -12.083 eV. The value obtained for the LUMO energy (alpha / beta) is -3.3 / -4.9 eV. The total energy is -52908.732 eV.

The geometry in ORCA input format:
```
! wB97M-V def2-TZVPD RIJCOSX def2/J DEFGRID3
* xyz 1 3
Au -0.312 -1.389 -0.398
O -2.886 0.676 -3.265
C -2.350 0.344 -2.246
O -1.146 0.700 -1.805
C -3.059 -0.579 -1.267
C -4.442 -0.505 -1.254
C -5.161 -1.304 -0.380
C -4.470 -2.174 0.447
C -3.093 -2.218 0.366
N -2.392 -1.438 -0.467
H -4.928 0.180 -1.932
H -6.240 -1.255 -0.355
H -4.986 -2.821 1.141
H -2.519 -2.906 0.971
C 1.677 -2.296 4.569
C 0.781 -2.342 3.340
Sb 1.144 -0.610 2.000
C 3.271 -0.289 2.242
C 3.595 0.815 3.242
C 0.102 1.048 2.949
C -0.011 0.966 4.465
H 1.403 -3.100 5.256
H 1.575 -1.354 5.110
H 2.726 -2.435 4.309
H -0.276 -2.270 3.599
H 0.941 -3.241 2.747
H 3.632 -0.046 1.249
H 3.691 -1.248 2.544
H 3.147 1.764 2.947
H 4.676 0.959 3.272
H 3.262 0.562 4.249
H -0.879 1.065 2.476
H 0.650 1.928 2.616
H -0.480 0.037 4.791
H -0.629 1.790 4.825
H 0.963 1.050 4.947
C -0.380 2.016 -6.383
C 0.091 1.574 -5.026
C -0.536 1.994 -3.894
C -0.128 1.560 -2.531
C 1.157 0.801 -2.529
C 1.765 0.404 -3.680
C 1.227 0.737 -4.931
S 1.965 0.403 -1.008
O 1.241 1.117 0.058
O 3.357 0.697 -1.117
O 1.758 -1.092 -0.796
H -1.325 2.550 -6.323
H -0.511 1.152 -7.035
H 0.359 2.673 -6.846
H -1.369 2.676 -3.966
H -0.066 2.416 -1.854
H 2.696 -0.145 -3.604
H 1.722 0.403 -5.833
*
```